No. 1
A structure of composition C7H10I2. Source: the OMol25 dataset; level of theory: ωB97M-V/def2-TZVPD.

```
19
Properties=species:S:1:pos:R:3:forces:R:3:mulliken_charge:R:1
C 0.9173 -0.7414 -1.4256 -0.2 -1.3 -0.7 -0.277
C -0.1727 -0.5422 -2.1902 0.4 2.1 0.8 -0.383
C 1.1255 -0.7781 0.0555 0.2 1.1 -0.9 -0.799
C -0.5521 1.2679 0.1750 -0.2 -1.2 -2.5 -1.059
C 0.5444 0.5029 0.8262 0.6 -1.6 1.8 0.844
C -1.3489 -0.0114 -1.5229 -0.4 1.4 3.0 -0.492
C 0.0704 -0.0133 2.2113 0.0 -0.4 1.2 -1.535
I -2.7697 1.1622 -2.6153 0.6 -0.4 0.2 0.115
I -2.3967 -1.4452 -0.2249 0.2 0.2 -0.7 0.094
H 1.7069 -1.0480 -2.0754 1.2 0.0 0.1 0.394
H 0.0387 -0.2727 -3.2371 -0.6 -0.7 0.3 0.297
H 0.7267 -1.7211 0.4712 0.1 0.6 0.0 0.333
H 2.2170 -0.7093 0.1854 -0.4 -0.6 0.2 0.353
H -1.4240 1.5317 0.7867 0.3 -0.2 -0.5 0.395
H -0.1392 2.0450 -0.4469 -0.4 0.4 -0.3 0.408
H 1.4940 1.1172 1.1168 -1.9 -0.5 -1.1 0.238
H -0.5334 -0.9741 2.3440 0.6 1.4 -0.9 0.257
H -0.4549 0.7951 2.7291 -0.2 -0.1 0.0 0.396
H 0.9507 -0.1653 2.8369 0.2 -0.2 0.0 0.421
```
Positions in Å, forces in eV/Å.

Summary:
Orbital gap, eV: 8.106
LUMO, eV: -0.133
HOMO level, eV: -8.2389
Total charge: 0

---

No. 2
An isolated molecule of C7H10N2. Source: the OMol25 dataset; level of theory: ωB97M-V/def2-TZVPD.

```
19
Properties=species:S:1:pos:R:3:forces:R:3:mulliken_charge:R:1
H -0.7391 0.4457 -2.4621 0.2 -0.1 0.3 0.301
N -0.7907 1.2504 -1.8364 -0.4 0.4 -0.6 -0.659
C -0.1409 1.1197 -0.7632 -0.1 -0.6 -0.1 0.501
C -0.1764 2.2062 0.2647 0.1 0.1 0.0 -1.281
C 0.6678 -0.0947 -0.4145 2.3 2.7 -1.1 0.518
C 1.5932 -0.5394 -1.2896 -0.6 0.5 1.0 -1.120
C 0.5870 -0.5581 0.9707 -1.5 -3.9 -2.5 0.454
C -0.5368 -1.6194 0.7477 0.2 0.6 3.3 -0.232
C -1.7830 -1.3820 0.3588 0.1 0.0 -0.7 -0.724
N 1.4733 -0.5563 1.8533 0.5 0.9 0.4 -0.662
H 1.3102 -1.1781 2.6416 -0.4 -0.1 -0.1 0.274
H -0.6138 3.1044 -0.1617 0.0 0.0 0.0 0.412
H 0.8301 2.4020 0.6288 0.0 0.1 0.1 0.348
H -0.7836 1.8970 1.1151 0.0 -0.1 0.1 0.271
H 2.2864 -1.3209 -1.0284 0.1 -0.2 0.1 0.346
H 1.7565 -0.0247 -2.2220 -0.3 -0.1 -0.3 0.325
H -0.3132 -2.5280 1.3014 -0.1 -0.2 -0.1 0.326
H -2.0561 -0.5255 -0.2451 -0.1 0.3 0.4 0.307
H -2.5708 -2.0983 0.5411 0.1 -0.3 -0.2 0.294
```
Positions in Å, forces in eV/Å.

Summary:
Orbital gap, eV: 9.646
LUMO, eV: 0.458
Energy above the lowest of the compared OMol25 structures with the same formula, charge and spin, eV: 3.235
HOMO level, eV: -9.1875
Total charge: 0

---

No. 3
An isolated molecule of C7H10N2. Source: the OMol25 dataset; level of theory: ωB97M-V/def2-TZVPD.

```
19
Properties=species:S:1:pos:R:3:forces:R:3:mulliken_charge:R:1
C -1.1487 0.0119 1.6547 -1.3 0.4 2.3 -1.055
C 0.2300 -0.5060 0.9399 -3.1 5.2 3.4 1.208
C -0.0016 -1.6057 0.1892 0.8 -1.8 -4.1 -1.296
C -0.2005 -1.3516 -1.1015 2.2 0.0 -3.6 -0.247
C 0.0394 0.1152 -1.8453 -1.6 -1.3 1.0 -0.257
N -1.0233 0.9163 -1.1944 -0.2 0.9 -0.4 -0.518
C 0.3951 1.2382 -0.9348 -3.9 0.6 1.8 -0.468
C 0.9199 0.6851 0.3252 3.6 -3.4 -1.3 -0.039
N 1.1605 0.2023 1.7150 1.4 1.0 2.4 -0.637
H -0.9847 -0.1425 2.8503 -0.1 0.4 -2.6 0.313
H -2.2902 -0.5374 1.6445 3.2 1.9 -1.2 0.245
H -0.9874 1.1822 1.4476 -1.7 -2.5 0.6 0.227
H 0.1447 -2.6077 0.3432 -0.2 -2.4 1.4 0.494
H -0.2112 -2.2792 -1.7403 -0.4 1.3 0.2 0.270
H 0.3004 0.3138 -2.9177 -0.5 -1.0 1.0 0.377
H -1.5838 1.5549 -1.7575 0.6 0.0 -0.2 0.220
H 0.7043 2.2330 -1.1036 0.7 0.7 -1.4 0.592
H 1.8829 0.3572 -0.4017 -1.1 0.0 3.2 0.219
H 0.6626 0.5736 2.6272 1.4 -0.2 -2.7 0.353
```
Positions in Å, forces in eV/Å.

Summary:
Orbital gap, eV: 9.741
LUMO, eV: 0.980
Energy above the lowest of the compared OMol25 structures with the same formula, charge and spin, eV: 9.318
HOMO level, eV: -8.7607
Total charge: 0

---

No. 4
A structure of composition C7H10N2O. Source: the OMol25 dataset; level of theory: ωB97M-V/def2-TZVPD.

```
20
Properties=species:S:1:pos:R:3:forces:R:3:mulliken_charge:R:1
N -1.7512 -1.1691 -0.1120 1.9 0.2 -0.7 -0.602
C -0.7024 -1.2280 -0.6152 -1.9 -0.6 0.1 -0.312
C 0.4799 -1.5112 -1.4342 0.1 0.5 0.2 1.335
N 1.4472 -2.4028 -0.8125 0.2 0.0 0.2 -0.653
C 2.4900 -2.4622 -1.8629 0.3 -0.1 -0.1 -0.787
C 1.8531 -1.5923 -2.9323 0.2 0.0 -0.2 -0.086
C 0.3236 -1.8980 -2.9357 -0.2 -0.2 0.0 -0.491
C 0.0552 -0.4234 -3.2928 -0.2 0.2 -0.1 -0.629
C 1.1816 -0.3640 -2.2439 0.1 0.1 0.1 -0.560
H 1.8410 -1.9780 0.0254 -0.3 -0.1 -0.1 0.279
H 3.4475 -2.0554 -1.5067 -0.2 -0.1 -0.1 0.324
H 2.6587 -3.4914 -2.2121 -0.1 0.3 0.1 0.356
H 2.3717 -1.4522 -3.8879 -0.2 0.0 0.3 0.417
H -0.1724 -2.8029 -3.3079 0.1 0.3 0.1 0.422
H 0.3317 -0.1231 -4.3119 -0.1 -0.1 0.3 0.273
H -0.9209 -0.0043 -3.0111 0.3 -0.2 0.0 0.298
H 1.6816 0.5113 -1.8111 -0.1 -0.2 -0.1 0.435
O -1.1468 1.1040 1.6999 -1.2 -0.9 0.0 -0.672
H -1.8922 0.4793 1.4506 1.5 1.1 0.2 0.362
H -0.7957 1.4505 0.8747 -0.2 -0.1 -0.1 0.291
```
Positions in Å, forces in eV/Å.

Summary:
Orbital gap, eV: 10.304
LUMO, eV: 0.718
Energy above the lowest of the compared OMol25 structures with the same formula, charge and spin, eV: 3.179
HOMO level, eV: -9.5863
Total charge: 0

---

No. 5
An isolated molecule of C7H10N2O2. Source: the OMol25 dataset; level of theory: ωB97M-V/def2-TZVPD.

```
21
Properties=species:S:1:pos:R:3:forces:R:3:mulliken_charge:R:1
C 0.6187 0.9966 1.5398 2.8 -0.5 0.3 -0.814
N 0.2705 -0.0919 0.5511 -0.4 0.9 -0.2 -0.015
C -0.9589 0.1781 -0.2314 -0.4 1.1 0.3 -0.742
C -0.9543 -0.8093 -1.3103 -0.9 -2.0 -2.0 -0.608
C 0.5127 -1.0579 -1.5964 0.7 -0.1 -3.3 -0.766
C 1.2896 -0.4214 -0.4809 3.3 -0.3 -0.2 0.562
C 2.5606 -1.0818 0.0862 -2.5 0.0 -0.5 0.067
N 3.5365 -1.5492 0.4676 0.0 -0.2 0.1 -0.558
C 2.0060 1.0152 -0.9255 -1.0 -1.8 2.0 0.487
O 2.7137 1.3945 -0.0176 2.1 1.2 1.0 -0.652
O 1.6067 1.4617 -1.9343 -1.1 1.7 -3.8 -0.599
H 0.4220 0.6149 2.5599 -0.1 0.5 -0.7 0.336
H 1.7970 1.0489 1.2747 -2.3 0.5 1.4 0.441
H 0.2080 2.0077 1.3181 -0.1 -1.2 -0.1 0.277
H 0.0695 -0.9597 1.0025 0.0 -0.6 1.0 0.418
H -0.8466 1.1171 -0.7327 0.2 1.0 0.3 0.381
H -1.7375 0.2103 0.5192 -0.6 -0.1 -0.3 0.503
H -1.5219 -0.6163 -2.2663 0.6 0.6 1.2 0.305
H -1.3468 -1.7619 -1.0447 -0.7 -0.8 0.8 0.297
H 0.6947 -2.0949 -1.9398 0.1 0.2 1.2 0.362
H 0.7510 -0.5345 -2.5809 0.1 0.0 1.5 0.319
```
Positions in Å, forces in eV/Å.

Summary:
Orbital gap, eV: 9.178
LUMO, eV: 0.007
Energy above the lowest of the compared OMol25 structures with the same formula, charge and spin, eV: 3.482
HOMO level, eV: -9.1715
Total charge: 0

---

No. 6
An isolated molecule of C7H10N2O2. Source: the OMol25 dataset; level of theory: ωB97M-V/def2-TZVPD.

```
21
Properties=species:S:1:pos:R:3:forces:R:3:mulliken_charge:R:1
O 3.5033 -0.4390 -0.0508 -2.5 -0.7 -0.2 -0.640
C 2.2771 -0.2432 -0.0084 2.8 1.0 1.7 0.382
C 1.1397 -1.2719 0.2904 1.6 -1.1 -2.8 -0.399
C -0.1023 -0.6566 -0.2996 -3.9 -0.9 1.7 0.243
O -1.2777 -1.5273 0.0658 3.6 0.7 0.8 -0.382
C -2.4954 -0.9592 -0.2054 -3.0 -1.3 0.9 -0.601
C -2.8126 0.4884 0.3030 1.8 -2.0 -0.3 -0.575
C -1.7000 1.4507 -0.1497 -0.9 -2.1 3.6 -0.477
C -0.4019 0.7642 0.0514 3.3 0.3 -0.4 0.064
N 0.6327 1.5142 0.0629 -0.7 2.7 0.7 -0.685
N 1.9090 1.1127 -0.0185 -0.2 -2.4 0.0 -0.047
H 1.0169 -1.6013 1.3510 0.3 0.7 -0.9 0.302
H 1.4685 -2.2112 -0.3829 -0.9 1.9 1.8 0.241
H -0.1354 -0.4169 -1.3407 0.6 -1.3 -1.7 0.305
H -3.2548 -1.6492 0.3604 1.2 1.1 -1.1 0.250
H -2.6117 -1.1982 -1.2586 -0.9 0.9 -0.6 0.415
H -3.7486 0.7565 -0.1136 -1.1 0.3 -0.1 0.367
H -2.8469 0.3879 1.4168 -0.1 0.4 -0.9 0.294
H -1.7184 2.1705 0.6293 0.2 1.4 0.2 0.276
H -1.8813 1.8863 -1.0659 -0.1 0.7 -2.2 0.372
H 2.6875 1.7843 0.0830 -1.1 -0.5 -0.2 0.295
```
Positions in Å, forces in eV/Å.

Summary:
Orbital gap, eV: 9.694
LUMO, eV: 0.689
Energy above the lowest of the compared OMol25 structures with the same formula, charge and spin, eV: 3.268
HOMO level, eV: -9.0058
Total charge: 0